Entry 1:
Below is C20H39Cl5N6OSi4TeZn as an isolated structure, with properties calculated with ωB97M-V/def2-TZVPD.

Structure (XYZ):
```
77
Properties=species:S:1:pos:R:3:forces:R:3:mulliken_charge:R:1
Te -0.214 -0.929 0.642 -0.282 -0.035 -0.038 -0.68
Zn 2.137 0.073 0.852 0.444 -0.029 0.228 1.53
Cl 3.665 1.109 7.657 0.002 0.006 0.015 -0.19
Cl 0.977 2.959 2.368 -0.011 -0.029 0.114 0.04
Cl 3.335 -0.881 5.278 0.001 0.048 -0.027 -0.24
Cl 2.642 4.055 7.402 0.004 -0.016 0.005 -0.21
Cl 1.283 4.967 4.740 0.011 -0.037 0.000 -0.21
Si -2.541 2.495 -0.081 0.056 0.019 -0.125 0.42
Si -1.473 0.296 -3.016 -0.066 0.012 0.045 0.26
Si -1.896 0.335 -0.713 0.051 -0.016 0.074 0.11
Si -3.713 -1.121 -0.316 0.067 0.089 -0.033 0.21
O 2.102 0.303 2.934 0.009 -0.078 -0.375 -0.91
N 3.286 -3.519 -1.496 -0.069 -0.175 0.065 0.09
N 4.107 -0.539 1.428 -0.053 0.114 -0.006 -0.41
N 4.027 -2.689 0.527 0.075 -0.150 -0.024 -0.07
N 1.869 2.744 -0.898 0.458 -0.304 0.109 0.12
N 5.004 -2.363 2.586 0.073 0.013 0.155 -0.48
N 2.878 -1.262 -0.890 0.036 0.096 -0.012 -0.41
C 2.472 2.951 6.088 -0.033 0.030 -0.039 0.43
C -3.957 2.965 -1.231 0.027 0.005 -0.005 -1.08
C 2.794 0.762 5.128 0.070 -0.077 0.163 0.68
C 2.348 -3.431 -2.597 -0.048 -0.004 -0.041 -1.00
C 4.461 -4.337 -1.762 0.034 -0.037 -0.047 -1.05
C 3.380 -2.415 -0.677 0.064 0.081 0.156 0.33
C 2.386 1.913 -0.283 -0.577 0.132 -0.131 -0.43
C 2.207 1.132 3.894 -0.012 0.041 0.064 -0.53
C -0.566 1.813 -3.662 0.026 0.030 -0.050 -1.04
C -5.383 -0.535 -0.949 0.009 0.020 0.012 -1.15
C -3.886 -1.406 1.526 -0.008 -0.065 0.022 -1.02
C -3.088 0.168 -3.967 -0.011 -0.004 -0.002 -1.03
C 2.927 1.639 6.193 0.026 -0.027 0.011 -0.06
C -3.315 -2.744 -1.170 0.014 -0.034 -0.017 -0.99
C 1.872 3.353 4.895 0.011 0.009 -0.014 -0.04
C 4.358 -1.791 1.523 -0.030 -0.136 -0.044 0.56
C -0.412 -1.183 -3.457 0.010 -0.047 -0.046 -0.62
C -3.107 2.564 1.696 -0.030 0.006 0.032 -1.09
C 1.746 2.467 3.837 -0.079 0.206 0.007 -0.07
C -1.271 3.867 -0.338 0.019 0.068 0.006 -0.50
H -6.099 -1.356 -0.864 -0.031 -0.037 -0.006 0.40
H -4.219 -0.502 2.036 -0.017 0.061 0.030 0.25
H 2.713 -2.802 -3.419 -0.011 0.009 -0.025 0.38
H -4.710 2.185 -1.306 -0.122 -0.090 0.008 0.24
H 4.406 -0.055 2.268 -0.044 0.020 -0.028 0.26
H 4.904 -1.858 3.459 0.002 -0.078 -0.090 0.12
H 4.108 -3.665 0.763 -0.064 0.130 -0.077 0.27
H -3.976 1.927 1.858 -0.066 -0.034 0.008 0.27
H 2.175 -4.434 -2.984 0.021 0.009 -0.015 0.38
H -0.488 3.863 0.419 0.061 -0.021 -0.031 0.05
H -2.938 -1.708 1.970 0.019 -0.027 0.029 0.30
H -3.356 -2.640 -2.255 -0.006 -0.007 -0.046 0.23
H -2.321 2.233 2.374 0.073 -0.018 0.035 0.30
H 5.170 -3.835 -2.428 0.002 0.011 -0.032 0.31
H 4.970 -3.365 2.687 0.008 0.065 -0.001 0.22
H -2.317 -3.090 -0.900 0.042 -0.030 0.035 0.26
H -3.381 3.588 1.960 -0.013 0.024 0.038 0.39
H -4.445 3.874 -0.874 -0.020 0.046 0.014 0.42
H -4.037 -3.510 -0.878 -0.025 -0.050 -0.003 0.40
H 1.337 3.434 -1.382 -0.073 0.182 -0.045 0.34
H -5.769 0.294 -0.357 -0.015 0.080 0.054 0.32
H 4.134 -5.260 -2.238 0.010 0.008 0.003 0.37
H -5.357 -0.221 -1.991 0.001 0.013 -0.108 0.34
H -0.809 -2.107 -3.037 -0.039 -0.044 0.019 0.28
H 2.455 -1.184 -1.806 -0.029 -0.036 0.014 0.11
H 4.990 -4.614 -0.855 0.015 0.047 0.056 0.31
H 1.398 -3.043 -2.237 0.004 0.027 -0.008 0.26
H 0.423 1.913 -3.214 0.039 0.007 0.068 0.16
H -0.829 3.841 -1.336 0.004 -0.076 -0.053 0.07
H -3.763 0.993 -3.737 -0.028 0.057 0.010 0.28
H 0.593 -1.047 -3.059 0.055 0.026 0.017 -0.25
H -1.126 2.733 -3.493 -0.014 0.047 0.035 0.28
H -0.343 -1.289 -4.542 0.026 -0.028 -0.041 0.49
H -2.902 0.172 -5.043 0.009 0.013 -0.047 0.40
H -3.605 -0.759 -3.722 -0.052 -0.062 0.004 0.25
H -1.792 4.824 -0.259 -0.008 0.031 0.048 0.33
H -0.419 1.710 -4.741 -0.001 0.015 -0.044 0.39
H -3.589 3.164 -2.239 0.033 0.006 -0.049 0.25
H -4.623 -2.190 1.712 -0.036 -0.025 0.018 0.34
```
Positions in Å, forces in eV/Å.

Results
molar mass	862.17	g/mol
strongest force on any atom	0.6	eV/Å
ΔE to the lowest compared entry with this formula, charge and spin	15.0	kcal/mol

Entry 2:
Below is C20H39N10O4P2PtS as an isolated structure, with properties calculated with ωB97M-V/def2-TZVPD.

Structure (XYZ):
```
77
Properties=species:S:1:pos:R:3:forces:R:3:mulliken_charge:R:1
Pt -0.156 -0.132 -0.160 0.312 0.221 0.010 2.83
S -1.606 -1.046 1.575 -0.151 -0.124 0.244 -0.25
P 0.954 2.746 1.415 0.077 -0.082 0.215 0.05
P 1.561 0.244 2.861 0.140 -0.020 -0.081 0.48
O 0.052 1.932 0.499 0.069 -0.010 -0.066 -1.03
O 1.358 -0.463 1.539 -0.087 0.038 -0.091 -0.97
O 1.421 1.835 2.655 -0.172 0.000 -0.109 -0.82
O 3.053 -6.053 -0.208 0.025 0.015 -0.023 -0.36
N -2.386 -2.411 -0.650 0.000 0.138 0.158 -1.12
N 0.127 4.004 1.975 -0.103 0.172 -0.239 0.33
N 3.045 -0.076 3.409 -0.003 -0.202 0.059 0.50
N 1.251 -1.424 -1.099 -0.009 -0.117 0.019 -0.67
N -1.700 -1.465 -1.210 -0.077 -0.138 -0.142 0.65
N 2.622 -3.452 -1.102 -0.051 -0.111 0.014 -0.05
N 0.455 -0.052 4.004 -0.148 0.075 0.036 0.57
N -0.685 0.741 -2.157 -0.075 0.064 -0.165 0.06
N 2.361 3.208 0.766 0.024 -0.008 0.015 0.53
N -3.027 -3.272 1.341 -0.059 0.045 0.007 -0.24
C -0.374 2.328 -3.904 0.045 0.049 0.070 -0.77
C -0.249 0.945 4.819 0.007 -0.018 0.011 -0.96
C 2.355 -4.601 -2.004 0.003 0.023 0.011 -0.59
C 1.871 -2.415 -1.068 0.069 0.060 -0.046 0.57
C 3.641 -3.724 -0.057 0.005 0.026 -0.032 -0.13
C -1.544 0.306 -4.366 0.015 0.034 -0.005 -0.86
C -1.919 -1.243 -2.492 0.080 0.079 0.072 -0.43
C -1.033 1.526 -4.808 -0.035 -0.056 -0.007 -0.41
C 4.165 -0.418 2.534 0.036 0.050 -0.050 -0.99
C 0.793 5.194 2.519 -0.009 -0.001 0.072 -0.97
C 3.415 0.136 4.813 0.033 0.042 -0.002 -0.99
C 3.220 -4.981 0.688 -0.021 -0.019 0.010 -0.53
C -1.351 -0.055 -3.039 0.040 0.024 0.043 0.81
C -0.217 1.899 -2.576 -0.028 -0.031 -0.072 0.19
C 2.331 4.066 -0.422 -0.048 0.114 0.001 -1.24
C 2.031 -5.817 -1.150 0.011 -0.027 0.003 -0.46
C 0.325 -1.428 4.489 0.070 -0.021 0.055 -1.11
C 3.689 3.074 1.374 0.017 -0.049 -0.037 -0.80
C -1.336 4.021 2.086 -0.002 -0.031 0.083 -0.93
C -2.355 -2.318 0.740 -0.024 -0.111 -0.047 0.47
H 2.530 0.286 5.427 -0.013 0.012 0.001 0.28
H 1.543 -4.345 -2.683 -0.006 -0.004 0.006 0.43
H -2.090 -0.349 -5.031 -0.001 -0.004 -0.004 0.45
H 2.792 3.563 -1.274 -0.001 -0.007 0.007 0.31
H 0.872 -2.117 3.847 -0.015 0.005 -0.021 0.27
H 3.634 2.525 2.308 -0.003 0.006 0.001 0.12
H 0.717 -1.514 5.505 0.003 -0.008 -0.004 0.39
H 1.067 -5.676 -0.641 0.000 0.007 -0.001 0.28
H 4.605 -1.365 2.852 -0.011 -0.006 -0.003 0.33
H 3.950 -0.739 5.184 -0.007 -0.008 -0.009 0.35
H -3.531 -3.956 0.788 0.007 0.009 -0.014 0.28
H 3.826 -0.501 1.504 -0.007 -0.015 0.006 0.18
H 4.941 0.348 2.586 -0.005 0.002 0.021 0.36
H 1.851 5.191 2.273 0.016 -0.014 0.003 0.26
H -0.032 0.769 5.874 0.008 0.020 0.005 0.37
H -1.762 3.119 1.655 0.009 -0.002 -0.014 0.20
H 0.339 6.088 2.091 -0.003 -0.007 -0.015 0.33
H 4.062 1.008 4.914 0.003 -0.003 -0.003 0.32
H 0.288 2.503 -1.837 0.028 0.054 0.017 0.28
H -1.731 4.886 1.554 0.007 0.002 -0.005 0.33
H 2.286 -4.793 1.238 0.013 0.003 0.011 0.31
H 0.024 3.290 -4.198 0.008 -0.001 0.009 0.47
H 3.720 -2.859 0.599 -0.020 -0.005 0.002 0.01
H -1.163 1.836 -5.836 -0.007 -0.001 -0.001 0.50
H 3.265 -4.769 -2.581 -0.004 0.005 -0.008 0.29
H 4.361 2.551 0.692 -0.014 0.004 -0.012 0.33
H 1.968 -6.702 -1.781 -0.021 -0.003 0.009 0.37
H 1.306 4.347 -0.668 -0.015 -0.042 -0.024 0.45
H -2.582 -1.888 -3.060 0.024 -0.064 0.024 0.48
H 4.103 4.063 1.574 -0.005 0.000 0.011 0.39
H -0.726 -1.719 4.501 -0.008 0.013 -0.006 0.38
H -3.152 -3.283 2.344 0.039 -0.029 -0.003 0.24
H 3.994 -5.271 1.396 -0.001 -0.004 -0.002 0.41
H 0.686 5.234 3.603 -0.013 -0.002 0.003 0.34
H -1.636 4.093 3.133 0.016 0.004 0.010 0.32
H 2.879 4.990 -0.230 0.011 -0.008 0.006 0.41
H -1.328 0.862 4.674 -0.003 -0.034 -0.007 0.27
H 0.067 1.951 4.563 -0.007 0.004 -0.008 0.27
H 4.589 -3.886 -0.571 0.015 0.028 0.016 0.28
```
Positions in Å, forces in eV/Å.

Results
molar mass	772.69	g/mol
strongest force on any atom	0.4	eV/Å
ΔE to the lowest compared entry with this formula, charge and spin	0.9	kcal/mol
total charge	+3
2S+1	5

Entry 3:
Below is C20H39N3O6S5 as an isolated structure, with properties calculated with ωB97M-V/def2-TZVPD.

Structure (XYZ):
```
73
Properties=species:S:1:pos:R:3:forces:R:3:mulliken_charge:R:1
S 2.747 2.582 -4.102 -0.097 0.103 0.043 0.59
S 1.369 8.260 -2.557 -0.111 -0.005 0.135 0.42
S 0.355 3.627 0.928 0.102 0.072 0.139 0.53
S -2.349 -2.288 4.618 -0.154 -0.026 -0.014 0.10
S 3.026 0.335 0.701 -0.058 0.014 0.045 0.49
O 0.392 2.679 -0.226 -0.039 0.001 -0.065 -0.55
O 0.580 7.083 -2.085 0.079 0.044 -0.042 -0.58
O 0.773 -2.771 1.480 -0.203 0.091 0.169 -0.29
O -5.073 -3.730 -0.042 0.031 0.386 -0.048 -0.54
O 3.302 3.864 -4.621 0.016 0.064 0.004 -0.68
O 4.108 -0.688 0.781 0.060 -0.050 0.044 -0.67
N -3.302 -3.239 3.767 -0.564 -0.164 0.203 -0.60
N -4.401 -4.998 1.759 0.226 0.021 -0.412 0.21
N -1.063 -2.264 3.689 0.702 0.361 0.166 -0.63
C 1.807 -0.326 -0.425 -0.062 -0.055 -0.124 0.28
C 1.176 2.977 -3.328 0.004 -0.024 -0.098 -0.85
C 3.625 1.641 -0.368 0.151 0.067 -0.110 -0.66
C 2.050 1.718 -5.513 -0.026 -0.058 -0.059 -0.99
C -0.474 -3.318 1.537 0.424 0.228 0.021 0.08
C 1.773 -4.327 3.129 0.081 -0.423 0.084 -0.46
C 1.342 -5.805 3.150 -0.030 0.359 0.067 -1.14
C 1.837 -3.692 1.750 0.181 0.058 -0.002 -0.88
C -2.627 -3.601 2.674 -0.127 0.154 0.255 0.88
C -1.325 -3.031 2.634 -0.045 -0.050 -0.090 1.10
C -0.313 5.170 0.320 -0.055 0.008 -0.069 -0.83
C -5.369 -4.371 0.933 0.205 -0.140 0.159 0.83
C -2.252 -4.669 0.597 -0.075 -0.101 0.006 -0.43
C 2.070 7.823 -4.144 0.013 -0.039 -0.121 -0.79
C -4.438 -6.465 1.715 -0.319 0.178 0.357 -1.01
C -6.769 -4.533 1.420 -0.036 -0.282 0.003 -1.25
C -0.956 -4.107 0.551 0.154 -0.097 -0.224 -1.07
C -1.057 3.165 1.929 -0.067 -0.072 0.030 -1.05
C -3.089 -4.447 1.637 -0.246 -0.162 -0.024 -0.50
C 2.912 8.232 -1.641 0.087 -0.019 -0.002 -0.92
H -3.597 -6.840 2.276 0.261 -0.126 0.059 0.39
H 1.385 -1.194 0.077 -0.053 0.031 -0.079 -0.61
H 3.577 9.002 -2.032 0.008 0.013 0.009 0.39
H 2.762 -4.250 3.563 0.235 0.059 0.127 0.46
H -5.333 -6.830 2.204 -0.204 -0.067 0.077 0.37
H 0.572 3.555 -4.027 0.032 0.000 -0.025 0.49
H 2.825 2.361 -0.536 -0.090 -0.013 0.027 0.05
H -6.995 -5.582 1.570 -0.176 -0.200 -0.046 0.33
H 2.135 -6.436 3.532 0.154 -0.202 0.020 0.32
H 1.248 7.748 -4.853 -0.031 0.033 0.002 0.31
H 1.126 -3.748 3.775 -0.114 0.299 0.039 0.36
H -2.577 -5.283 -0.224 -0.099 -0.145 -0.197 0.41
H 1.531 0.826 -5.163 -0.005 -0.019 -0.004 0.34
H 1.375 3.565 -2.438 0.022 -0.002 0.064 0.05
H -1.943 3.110 1.298 0.017 0.002 -0.022 0.30
H 1.087 -6.147 2.154 -0.088 -0.160 -0.186 0.33
H -0.318 -4.299 -0.294 0.104 -0.086 -0.212 0.49
H 4.464 2.118 0.136 -0.009 -0.013 0.022 0.43
H 2.306 -0.623 -1.350 0.047 0.001 0.049 0.29
H -1.188 3.905 2.718 0.003 -0.002 0.010 0.41
H 0.669 2.057 -3.040 -0.002 -0.002 0.056 0.37
H 2.756 8.610 -4.459 -0.017 -0.024 0.002 0.38
H 2.871 1.433 -6.168 0.023 0.010 0.018 0.34
H -1.261 4.982 -0.185 -0.003 -0.028 -0.005 0.33
H -6.845 -4.070 2.396 -0.061 0.222 0.181 0.29
H 2.575 6.862 -4.074 0.068 -0.105 0.030 0.18
H -0.454 5.851 1.159 0.023 -0.002 0.010 0.45
H 0.479 -5.951 3.788 -0.223 -0.096 0.082 0.25
H 3.960 1.209 -1.311 0.009 -0.027 0.017 0.25
H -7.457 -4.093 0.716 -0.213 0.093 -0.128 0.36
H -4.419 -6.858 0.700 0.152 -0.084 -0.196 0.35
H 2.743 -3.113 1.637 0.112 0.301 -0.072 0.38
H 1.365 2.382 -6.039 0.013 0.025 0.015 0.31
H 2.682 8.443 -0.598 -0.033 0.004 -0.012 0.31
H 0.392 5.599 -0.390 -0.004 0.011 -0.006 0.12
H -0.849 2.192 2.368 0.026 -0.004 -0.009 0.33
H 1.845 -4.458 0.978 -0.034 -0.194 -0.184 0.45
H 3.367 7.246 -1.734 -0.024 -0.010 -0.015 0.28
H 1.042 0.424 -0.615 -0.029 0.064 0.058 0.23
```
Positions in Å, forces in eV/Å.

Results
molar mass	577.88	g/mol
strongest force on any atom	0.8	eV/Å
E	-92300.4642	eV

Q: Among the records above, which one has the lowest strongest force on any atom?
A: C20H39N10O4P2PtS

Q: strongest force on any atom of number 2 (C20H39N10O4P2PtS)?
A: 0.4 eV/Å